# 1
# C9H14F3NO2P

The ion C9H14F3NO2P with charge +1 at a distorted geometry (the ωB97M-V functional and the def2-TZVPD basis, the Open Molecules 2025 dataset).

Output
2S+1: 1
Charge: +1
DFT total energy: -32578.4780 eV
LUMO level: -4.21 eV

Structure (XYZ):
```
30
C9H14F3NO2P (the ωB97M-V functional and the def2-TZVPD basis)
C -1.001 -2.509 1.781
C -1.428 -1.383 1.230
P -0.273 -0.542 0.102
C 1.415 -0.593 0.846
C 2.465 0.312 0.128
F 3.463 0.549 1.062
C -0.820 1.117 -0.471
C -0.734 2.238 0.603
C -1.981 2.381 1.500
F 0.394 2.147 1.422
C -0.200 -1.629 -1.451
O -1.147 -2.230 -1.788
N 1.013 -1.688 -2.235
C 1.163 -0.558 -3.089
O 1.790 0.381 -2.866
F 0.536 -0.618 -4.280
H -1.654 -3.202 2.323
H 0.056 -2.804 1.696
H -2.444 -1.023 1.432
H 1.311 -0.189 1.877
H 1.765 -1.635 0.937
H 2.945 -0.298 -0.659
H 2.047 1.244 -0.281
H -1.892 1.032 -0.754
H -0.292 1.393 -1.406
H -0.636 3.193 0.047
H -2.834 2.675 0.862
H -2.175 1.493 2.125
H -1.791 3.250 2.159
H 0.939 -2.504 -2.854
```

# 2
# C26H31Br8N3O6

A cluster of 7 separate species, C26H31Br8N3O6 in total at a distorted geometry (the ωB97M-V functional and the def2-TZVPD basis, the Open Molecules 2025 dataset).

Output
2S+1: 1
Charge: 0
SMILES: O=[N+]([O-])c1ccccc1.O=[N+]([O-])c1ccccc1.O=[N+]([O-])c1ccccc1.BrCCBr.BrCCBr.BrCCBr.BrCCBr
DFT total energy: -604552.1035 eV
LUMO level: -1.08 eV
Energy above the lowest of the compared OMol25 structures with the same formula, charge and spin: 59.2 kJ/mol

Structure (XYZ):
```
74
C26H31Br8N3O6 (the ωB97M-V functional and the def2-TZVPD basis)
O 2.091 4.022 1.204
N 2.075 2.884 0.790
O 2.770 2.010 1.248
C 1.218 2.581 -0.329
C 1.265 1.317 -0.892
C 0.464 1.008 -1.965
C -0.314 2.008 -2.565
C -0.416 3.245 -1.949
C 0.337 3.526 -0.823
H 1.805 0.546 -0.355
H 0.395 -0.014 -2.298
H -0.946 1.796 -3.417
H -1.097 4.011 -2.294
H 0.190 4.439 -0.261
O -2.067 4.791 0.913
N -2.604 4.221 -0.006
O -2.609 3.025 -0.176
C -3.359 5.048 -0.947
C -3.645 6.356 -0.631
C -4.358 7.145 -1.521
C -4.817 6.598 -2.708
C -4.431 5.301 -3.077
C -3.739 4.508 -2.177
H -3.384 6.791 0.323
H -4.609 8.164 -1.264
H -5.407 7.179 -3.403
H -4.739 4.959 -4.054
H -3.548 3.459 -2.355
O 0.464 -3.697 -1.613
N 0.844 -3.241 -0.538
O 1.811 -3.664 0.069
C 0.127 -2.096 0.028
C -0.900 -1.516 -0.699
C -1.529 -0.370 -0.222
C -1.099 0.199 0.962
C -0.029 -0.355 1.666
C 0.560 -1.508 1.207
H -1.274 -1.951 -1.615
H -2.234 0.157 -0.850
H -1.596 1.099 1.304
H 0.265 0.074 2.615
H 1.406 -1.892 1.764
Br -3.073 -2.108 4.664
C -2.142 -0.504 5.278
C -2.413 -0.231 6.741
Br -4.235 0.295 7.130
H -2.434 0.376 4.699
H -1.076 -0.555 5.066
H -1.750 0.538 7.128
H -2.249 -1.144 7.309
Br 4.682 -2.633 2.992
C 4.193 -0.815 2.505
C 3.862 0.049 3.717
Br 2.449 -0.694 4.876
H 3.287 -0.887 1.913
H 4.953 -0.300 1.924
H 3.498 0.992 3.317
H 4.683 0.226 4.402
Br 3.149 -8.391 -0.397
C 3.527 -6.498 -0.703
C 4.334 -5.901 0.426
Br 6.042 -6.884 0.714
H 2.571 -5.999 -0.833
H 4.083 -6.446 -1.635
H 3.805 -5.945 1.378
H 4.430 -4.822 0.289
Br 0.777 -6.327 -6.106
C 0.424 -4.438 -5.988
C 0.203 -4.027 -4.543
Br -0.184 -2.103 -4.380
H -0.482 -4.262 -6.559
H 1.257 -3.852 -6.366
H 1.082 -4.243 -3.943
H -0.588 -4.629 -4.098
```

# 3
# C33H45N8O3S2Ti

A structure of composition C33H45N8O3S2Ti at a distorted geometry (the ωB97M-V functional and the def2-TZVPD basis, the Open Molecules 2025 dataset).

Output
2S+1: 1
Charge: +1
DFT total energy: -97798.5457 eV
LUMO level: -3.79 eV
Energy above the lowest of the compared OMol25 structures with the same formula, charge and spin: 95.6 kJ/mol

Structure (XYZ):
```
92
C33H45N8O3S2Ti (the ωB97M-V functional and the def2-TZVPD basis)
Ti 1.166 -0.216 -0.440
C 3.264 -1.407 -2.103
N 2.749 -1.685 -0.734
C 3.891 -1.615 0.224
C 4.011 -0.246 0.872
N 2.748 0.039 1.581
C 2.770 1.345 2.254
C 2.509 -0.988 2.576
C 3.426 -1.289 3.574
C 3.192 -2.346 4.437
C 2.034 -3.101 4.308
C 1.100 -2.777 3.341
C 1.325 -1.701 2.483
S 0.072 -1.240 1.340
C 2.111 -3.013 -0.736
C 2.799 -4.162 -0.372
C 2.162 -5.392 -0.373
C 0.840 -5.494 -0.780
C 0.164 -4.363 -1.198
C 0.785 -3.116 -1.171
S -0.081 -1.701 -1.744
H 3.955 -2.193 -2.416
H 3.791 -0.452 -2.102
H 2.438 -1.371 -2.807
H 4.824 -1.873 -0.281
H 3.726 -2.339 1.016
H 4.187 0.534 0.135
H 4.864 -0.259 1.558
H 2.935 2.144 1.533
H 3.564 1.401 3.004
H 1.815 1.500 2.755
H 4.335 -0.708 3.682
H 3.917 -2.588 5.202
H 1.866 -3.945 4.964
H 0.187 -3.349 3.226
H 3.846 -4.123 -0.103
H 2.707 -6.271 -0.058
H 0.347 -6.457 -0.784
H -0.859 -4.423 -1.548
C -1.278 4.735 -2.704
C -1.843 4.656 -1.287
C -0.944 3.853 -0.332
C -1.447 3.946 1.149
C -2.951 3.742 1.312
C 0.443 4.457 -0.353
O 0.678 5.629 -0.251
N 1.498 3.549 -0.498
C 1.341 2.201 -0.515
O 2.353 1.451 -0.643
N 0.159 1.609 -0.437
C -0.985 2.372 -0.686
O -1.982 1.858 -1.118
H -1.975 5.270 -3.348
H -1.130 3.737 -3.124
H -0.329 5.273 -2.727
H -2.814 4.168 -1.320
H -1.964 5.658 -0.875
H -1.167 4.932 1.523
H -0.909 3.198 1.741
H -3.504 4.613 0.963
H -3.187 3.594 2.366
H -3.300 2.871 0.758
H 2.434 3.927 -0.543
N 2.018 1.571 -3.537
C 1.540 2.092 -4.684
C 0.255 1.628 -4.823
C 0.042 0.820 -3.695
N 1.120 0.784 -2.921
H 2.920 1.721 -3.121
H 2.132 2.745 -5.303
H -0.433 1.822 -5.626
H -0.841 0.265 -3.425
C -3.043 -0.321 1.431
C -4.559 -0.243 1.788
N -5.299 -1.175 0.948
C -4.855 -2.542 1.198
C -3.315 -2.639 0.965
N -2.839 -1.369 0.429
C -3.577 -1.065 -0.798
C -5.080 -0.837 -0.453
H -2.450 -0.567 2.314
H -2.674 0.621 1.021
H -4.953 0.761 1.617
H -4.731 -0.503 2.835
H -5.395 -3.199 0.513
H -5.123 -2.814 2.221
H -3.068 -3.434 0.256
H -2.780 -2.836 1.899
H -3.459 -1.911 -1.481
H -3.142 -0.189 -1.262
H -5.732 -1.457 -1.071
H -5.360 0.209 -0.601
```

# 4
# C2H4ClFN2

The molecule C2H4ClFN2 at a distorted geometry (the ωB97M-V functional and the def2-TZVPD basis, the Open Molecules 2025 dataset).

Output
2S+1: 1
Charge: 0
SMILES: N/N=C\[C@H](F)Cl
DFT total energy: -20355.5500 eV
LUMO level: 0.55 eV
Energy above the lowest of the compared OMol25 structures with the same formula, charge and spin: 320.6 kJ/mol

Structure (XYZ):
```
10
C2H4ClFN2 (the ωB97M-V functional and the def2-TZVPD basis)
N 1.277 -0.320 -0.894
N 1.259 -0.491 0.369
C 0.089 -0.298 0.892
C -1.057 0.189 0.339
F -1.544 -0.240 -0.953
Cl -1.130 1.961 0.226
H 2.404 0.068 -1.315
H 0.503 -0.534 -1.625
H 0.163 -0.394 1.955
H -1.965 0.060 1.005
```

# 5
# C4H7NO2S

The molecule C4H7NO2S at a distorted geometry (the ωB97M-V functional and the def2-TZVPD basis, the Open Molecules 2025 dataset).

Output
2S+1: 1
Charge: 0
SMILES: O[C@]1(CS)C=NOC1
DFT total energy: -20677.1151 eV
LUMO level: 0.56 eV
Energy above the lowest of the compared OMol25 structures with the same formula, charge and spin: 542.4 kJ/mol

Structure (XYZ):
```
15
C4H7NO2S (the ωB97M-V functional and the def2-TZVPD basis)
O 0.737 1.443 0.017
C 0.272 0.133 -0.312
C -1.218 0.264 -0.849
S -2.588 0.448 0.375
C 0.467 -0.964 0.820
N 1.714 -1.283 0.895
O 2.551 -0.688 -0.090
C 1.288 -0.340 -1.106
H 1.254 1.283 0.892
H -1.412 1.040 -1.730
H -1.385 -0.790 -0.992
H -2.620 1.898 0.614
H -0.233 -1.276 1.560
H 1.070 -1.424 -1.535
H 1.575 0.491 -1.807
```

# 6
# C6H14NOPS

The molecule C6H14NOPS at a distorted geometry (the ωB97M-V functional and the def2-TZVPD basis, the Open Molecules 2025 dataset).

Output
2S+1: 1
Charge: 0
SMILES: N=[P@](O)(S)C1CCCCC1
DFT total energy: -30110.4832 eV
LUMO level: 0.39 eV
Energy above the lowest of the compared OMol25 structures with the same formula, charge and spin: 60.8 kJ/mol

Structure (XYZ):
```
24
C6H14NOPS (the ωB97M-V functional and the def2-TZVPD basis)
N -2.789 0.771 -1.015
P -2.070 1.044 0.323
O -2.680 0.063 1.384
S -2.072 2.940 1.307
C -0.011 0.429 0.431
C 0.088 -1.028 0.719
C 1.535 -1.594 0.684
C 1.912 -1.355 -0.870
C 1.978 0.152 -1.176
C 0.599 0.798 -0.907
H -2.863 1.585 -1.681
H -3.621 -0.236 1.076
H -2.570 2.542 2.610
H 0.477 0.931 1.372
H -0.538 -1.586 -0.015
H -0.368 -1.273 1.646
H 1.581 -2.644 0.843
H 2.128 -1.012 1.353
H 2.784 -1.834 -1.211
H 1.038 -1.807 -1.457
H 2.701 0.599 -0.504
H 2.225 0.304 -2.214
H 0.634 1.873 -0.956
H -0.100 0.337 -1.742
```

# 7
# C6H12O

A cluster of 2 separate species, C6H12O in total at a distorted geometry (the ωB97M-V functional and the def2-TZVPD basis, the Open Molecules 2025 dataset).

Output
2S+1: 2
Charge: +1
DFT total energy: -8452.9302 eV
LUMO level (alpha / beta): -5.04 / -8.67 eV
Energy above the lowest of the compared OMol25 structures with the same formula, charge and spin: 204.3 kJ/mol

Structure (XYZ):
```
19
C6H12O (the ωB97M-V functional and the def2-TZVPD basis)
C 1.231 0.544 -0.632
C 0.786 -0.669 0.205
C -0.693 -0.994 0.262
C -1.463 -1.231 1.382
C -1.266 -0.871 -2.168
C -1.260 -1.510 -0.950
H 0.467 1.314 -0.387
H 1.358 0.503 -1.719
H 2.265 0.738 -0.321
H 1.103 -0.508 1.245
H 1.281 -1.605 -0.062
H -2.481 -1.587 1.367
H -1.061 -1.035 2.387
H -1.554 -1.554 -2.961
H -0.821 0.027 -2.601
H -1.591 -2.530 -1.087
H 1.013 2.994 1.281
H 2.459 3.538 1.035
O 1.712 3.537 1.636
```

# 8
# C20H30N3O2

The ion C20H30N3O2 with charge +1 (the ωB97M-V functional and the def2-TZVPD basis, the Open Molecules 2025 dataset).

Output
2S+1: 1
Charge: +1
SMILES: CCCCOc1cc(C(=O)NCC[NH+](CC)CC)c2ccccc2n1
DFT total energy: -29787.4455 eV
LUMO level: -2.70 eV
Energy above the lowest of the compared OMol25 structures with the same formula, charge and spin: 18.8 kJ/mol

Structure (XYZ):
```
55
C20H30N3O2 (the ωB97M-V functional and the def2-TZVPD basis)
C 4.434 2.929 -1.351
C 5.819 2.433 -0.955
C 5.798 1.091 -0.224
C 5.173 1.152 1.170
O 3.759 1.345 1.154
C 2.999 0.311 0.826
C 1.594 0.543 0.803
C 0.755 -0.499 0.510
C -0.696 -0.237 0.610
O -1.199 0.803 0.166
N -1.430 -1.172 1.242
C -2.808 -0.993 1.677
C -3.794 -0.790 0.521
N -3.737 0.585 -0.023
C -4.440 1.598 0.803
C -5.959 1.570 0.746
C -4.035 0.667 -1.480
C -5.212 -0.163 -1.974
C 1.302 -1.770 0.161
C 0.558 -2.877 -0.290
C 1.180 -4.058 -0.599
C 2.570 -4.185 -0.478
C 3.328 -3.119 -0.080
C 2.720 -1.886 0.230
N 3.520 -0.860 0.573
H 4.515 3.846 -1.929
H 3.829 3.132 -0.471
H 3.922 2.185 -1.960
H 6.305 3.180 -0.323
H 6.425 2.319 -1.856
H 6.823 0.738 -0.099
H 5.259 0.351 -0.817
H 5.559 2.007 1.728
H 5.391 0.225 1.710
H 1.219 1.521 1.054
H -0.931 -1.964 1.619
H -2.862 -0.151 2.376
H -3.092 -1.895 2.219
H -4.806 -1.014 0.861
H -3.534 -1.487 -0.278
H -2.660 0.827 0.067
H -4.119 1.459 1.837
H -4.084 2.577 0.477
H -6.331 1.881 -0.226
H -6.361 0.591 0.990
H -6.340 2.273 1.482
H -4.202 1.719 -1.713
H -3.133 0.350 -2.011
H -5.368 0.070 -3.024
H -5.020 -1.230 -1.903
H -6.131 0.059 -1.444
H -0.511 -2.788 -0.428
H 0.597 -4.897 -0.947
H 3.038 -5.126 -0.720
H 4.402 -3.179 -0.008
```

# 9
# C62H50CsF4N13PS2Sb

A structure of composition C62H50CsF4N13PS2Sb at a distorted geometry (the ωB97M-V functional and the def2-TZVPD basis, the Open Molecules 2025 dataset).

Output
2S+1: 1
Charge: -2
DFT total energy: -133389.2448 eV
LUMO level: 1.58 eV
Energy above the lowest of the compared OMol25 structures with the same formula, charge and spin: 265.1 kJ/mol

Structure (XYZ):
```
134
C62H50CsF4N13PS2Sb (the ωB97M-V functional and the def2-TZVPD basis)
Cs 0.568 0.829 -0.976
S 7.511 -0.075 4.541
N 7.214 -0.415 2.960
C 5.936 -0.140 2.715
C 5.257 -0.345 1.480
C 5.892 -0.898 0.367
C 5.167 -1.109 -0.782
C 3.816 -0.751 -0.783
N 3.190 -0.239 0.247
C 3.871 -0.027 1.385
C 3.169 0.482 2.533
N 1.857 0.744 2.428
C 1.195 1.143 3.484
C 1.762 1.291 4.757
C 3.112 1.058 4.892
C 3.849 0.653 3.776
C 5.239 0.351 3.856
N 5.999 0.432 4.944
H 6.936 -1.159 0.443
H 5.618 -1.558 -1.654
H 3.222 -0.912 -1.673
H 0.142 1.349 3.327
H 1.151 1.572 5.602
H 3.627 1.158 5.836
N -0.895 -1.388 2.378
C -2.065 -0.976 2.998
C -2.645 -1.788 3.972
C -3.747 -1.363 4.686
C -4.271 -0.099 4.464
C -3.719 0.714 3.489
C -2.648 0.276 2.720
P -1.974 1.269 1.329
C -2.899 0.521 -0.055
C -3.962 -0.464 0.125
C -4.890 -0.691 -1.143
C -4.622 0.164 -2.288
C -3.479 0.872 -2.396
C -2.595 1.015 -1.282
C -2.932 2.827 1.509
C -4.082 3.110 0.776
C -4.674 4.357 0.865
C -4.122 5.330 1.680
C -2.983 5.056 2.421
C -2.392 3.809 2.338
H -0.637 -0.828 1.574
H -0.828 -2.377 2.180
H -2.212 -2.761 4.163
H -4.199 -2.016 5.422
H -5.116 0.252 5.038
H -4.134 1.698 3.307
H -4.424 -0.482 1.115
H -5.950 -0.888 -0.961
H -5.398 0.251 -3.036
H -3.287 1.483 -3.267
H -1.772 1.713 -1.377
H -4.503 2.369 0.112
H -5.537 4.591 0.260
H -4.579 6.308 1.721
H -2.544 5.828 3.038
H -1.491 3.591 2.901
C 0.966 -6.826 -0.405
C 1.544 -5.554 0.177
Sb 1.156 -3.670 -0.905
C 2.744 -3.888 -2.417
C 3.224 -5.291 -2.723
C -0.581 -4.333 -2.095
C -0.351 -5.081 -3.392
H 1.203 -7.685 0.228
H 1.369 -7.027 -1.394
H -0.115 -6.754 -0.482
H 2.624 -5.635 0.280
H 1.146 -5.390 1.177
H 3.573 -3.293 -2.035
H 2.374 -3.401 -3.317
H 3.634 -5.759 -1.829
H 4.010 -5.277 -3.482
H 2.413 -5.907 -3.101
H -1.141 -3.419 -2.299
H -1.190 -4.926 -1.415
H 0.251 -4.488 -4.078
H -1.310 -5.284 -3.871
H 0.142 -6.036 -3.221
N 2.042 -2.319 2.945
C 3.024 -2.305 3.864
C 4.103 -2.948 3.302
C 3.667 -3.312 2.022
N 2.423 -2.921 1.822
H 1.142 -1.851 2.980
H 2.902 -1.860 4.832
H 5.064 -3.113 3.744
H 4.199 -3.833 1.251
S 2.073 -1.225 -4.967
C 3.033 0.047 -4.523
N 4.367 -0.239 -4.226
C 5.239 0.741 -3.874
C 4.796 2.030 -3.818
C 3.438 2.265 -4.125
N 2.606 1.306 -4.466
H 4.633 -1.214 -4.252
H 6.256 0.442 -3.666
H 5.454 2.835 -3.544
H 3.029 3.265 -4.106
F 0.655 8.508 -2.177
C -0.417 7.682 -2.092
C -1.664 8.256 -2.002
F -1.734 9.610 -2.012
C -2.857 7.506 -1.907
C -2.653 6.109 -1.893
C -1.406 5.538 -1.966
F -1.338 4.179 -1.993
C -0.218 6.287 -2.067
C 1.071 5.671 -2.142
C 1.279 4.350 -1.801
N 1.520 3.256 -1.506
C 2.213 6.320 -2.598
N 3.190 6.777 -3.013
F -3.721 5.277 -1.852
C -4.153 8.093 -1.849
C -5.319 7.347 -1.693
N -6.327 6.799 -1.551
C -4.390 9.458 -1.976
N -4.667 10.576 -2.088
C -3.935 -1.694 -0.667
C -3.803 -3.052 -0.518
C -3.075 -3.618 0.566
C -2.902 -4.974 0.671
C -3.426 -5.838 -0.288
C -4.133 -5.306 -1.367
C -4.321 -3.955 -1.488
H -2.703 -2.944 1.323
H -2.353 -5.382 1.512
H -3.265 -6.904 -0.206
H -4.546 -5.973 -2.114
H -4.867 -3.542 -2.325
```